Entry 1:
22
Properties=species:S:1:pos:R:3 method="wB97M-V/def2-TZVPD" charge=0 relative_energy_kj_mol=210.5 energy_ha=-346.4470 lumo_energy_ev=1.05
N -0.74 -1.91 0.95
N 1.16 0.59 1.10
C -1.95 1.53 -0.10
C -0.93 -0.65 0.96
C 1.54 0.05 -0.02
C 1.47 0.86 -1.27
C 2.14 -1.31 -0.11
C -2.09 0.02 0.05
H 2.76 -1.45 -0.99
H 1.31 -2.03 -0.14
H -2.98 -0.18 0.66
H -2.22 -0.48 -0.91
H -2.90 1.96 -0.42
H -1.26 1.79 -0.90
H 0.82 0.35 -1.98
H -1.43 -2.45 0.42
H 2.47 0.96 -1.70
H 2.74 -1.54 0.78
H -0.87 -0.08 1.89
H 1.47 0.09 1.93
H -1.65 2.00 0.84
H 1.13 1.87 -1.05


Entry 2:
22
Properties=species:S:1:pos:R:3 method="wB97M-V/def2-TZVPD" charge=+1 relative_energy_kj_mol=157.7 smiles=CC[C@H]([NH3+])CNC energy_ha=-308.7326 lumo_energy_ev=-3.49
N -0.10 -1.24 -1.53
N -0.73 1.60 0.80
C -0.02 -0.48 -0.21
C -2.08 1.75 1.32
C 1.39 -0.52 0.33
C 2.13 -1.82 0.08
C -0.50 0.95 -0.50
H 0.05 -0.66 -2.36
H -0.07 2.36 0.83
H 3.00 -2.18 0.64
H -1.47 0.96 -1.03
H 2.57 -1.95 -0.92
H 1.58 -2.77 0.20
H 1.42 -0.32 1.40
H 0.56 -2.01 -1.69
H 0.17 1.61 -1.06
H -2.00 1.90 2.40
H -2.54 0.79 1.10
H -0.84 -0.78 0.43
H -1.04 -1.65 -1.56
H -2.67 2.59 0.94
H 1.97 0.22 -0.23


Entry 3:
12
Properties=species:S:1:pos:R:3 method="wB97M-V/def2-TZVPD" charge=0 relative_energy_kj_mol=513.4 energy_ha=-265.3400 lumo_energy_ev=1.01
N -1.13 1.66 0.33
N -0.35 2.32 1.03
C 1.42 0.22 0.55
C 0.89 -0.72 0.03
C -1.71 0.80 -0.25
C 0.48 -2.00 -0.56
H -0.17 -1.89 -1.44
H 0.09 3.04 0.45
H -2.75 0.66 -0.51
H 1.38 -2.53 -0.86
H -0.05 -2.61 0.18
H 1.89 1.05 1.03


Entry 4:
8
Properties=species:S:1:pos:R:3 method="wB97M-V/def2-TZVPD" charge=0 relative_energy_kj_mol=165.9 smiles="C=C=C=O.Cl" energy_ha=-651.4453 lumo_energy_ev=-0.76
Cl 0.95 1.42 -3.19
O -0.88 1.59 -0.69
C -0.70 0.64 0.01
C -0.03 -1.01 1.89
C -0.37 -0.14 0.97
H 0.99 -0.96 2.42
H -0.71 -1.76 2.27
H 0.76 0.22 -3.68


Entry 5:
123
Properties=species:S:1:pos:R:3 method="wB97M-V/def2-TZVPD" charge=-1 energy_ha=-6028.9123 lumo_energy_ev=-0.86
S -3.38 0.82 -1.38
S -4.34 -1.34 -2.69
S 1.55 -2.57 -0.09
F 0.82 -5.87 0.42
F 1.10 -3.89 2.13
F -0.99 -5.36 1.40
F 1.35 -1.34 0.88
F 2.81 -2.98 0.80
F -0.55 -2.84 1.40
F 2.53 -1.67 -0.94
F 0.38 -2.07 -0.97
F 1.91 -3.78 -1.05
O 8.16 -4.13 -4.12
O 9.34 8.23 5.80
O -4.22 -8.48 -3.58
O -5.19 -12.04 -0.69
O -1.46 6.87 -1.41
O -5.23 1.10 -7.38
O -5.07 -3.62 -10.20
O -3.99 -10.85 1.37
O -4.60 0.39 -0.37
O 11.15 6.00 9.51
O -2.95 -7.33 -1.53
O -1.39 4.68 3.64
O -0.08 9.44 6.96
O -3.40 2.24 -1.56
O 2.65 -4.06 -4.17
O -5.75 -1.14 -2.48
O -5.53 -3.58 -7.58
O 8.77 5.05 10.24
O -4.85 1.06 -10.03
O 4.45 7.97 4.67
O 4.05 -5.93 -5.50
O 4.56 8.87 7.19
O 6.95 7.35 6.59
O 6.77 -2.33 -2.73
O -4.15 -2.06 -3.93
O -0.21 8.47 4.49
O -2.56 3.45 1.56
O -0.21 8.08 0.62
O -2.12 0.41 -0.80
N -3.51 0.06 -2.80
C -4.00 -10.23 0.19
C 0.98 9.10 6.48
C 8.84 5.83 9.17
C -4.70 -10.95 -0.92
C 6.83 -4.18 -4.17
C -2.07 5.11 0.01
C 2.11 8.17 4.47
C -1.47 6.28 -0.21
C -4.28 0.64 0.99
C -5.40 0.14 1.92
C -3.70 -2.37 -1.37
C -0.11 -4.93 0.45
C 4.70 -5.11 -4.89
C -4.19 -9.11 -2.41
C -0.76 7.02 0.88
C 3.99 -4.05 -4.12
C 7.76 6.16 8.45
C 3.39 8.29 5.17
C 10.35 7.15 7.62
C -5.39 -1.23 -7.36
C -3.42 -9.04 0.01
C -4.77 -10.30 -2.22
C 0.44 -3.60 1.03
C -4.93 -1.28 -10.22
C -3.47 -8.40 -1.30
C -0.90 -4.84 -0.84
C -2.35 -4.33 -0.66
C 6.11 -3.13 -3.37
C -5.21 -0.07 -8.01
C 3.38 8.81 6.58
C -2.04 4.51 1.34
C -2.76 -3.47 -1.88
C -5.11 -2.44 -9.58
C 4.65 -3.13 -3.41
C -4.99 -0.02 -9.49
C 6.16 -5.11 -4.87
C 7.90 7.01 7.28
C -0.75 6.43 2.22
C 2.25 9.19 7.18
C -5.36 -2.49 -8.10
C 0.98 8.55 5.08
C 10.21 6.32 8.80
C 9.27 7.48 6.89
C -1.36 5.26 2.44
H -3.28 -4.08 -2.61
H 5.22 8.54 6.54
H -4.48 -11.69 1.23
H 2.23 9.57 8.19
H 8.43 8.32 5.47
H -5.22 -4.29 -9.50
H -1.88 3.84 3.52
H -6.00 -0.58 1.36
H -0.96 7.70 -1.30
H 2.42 -4.82 -4.74
H 6.77 5.81 8.70
H -0.85 8.81 5.14
H 11.34 7.49 7.35
H 6.67 -5.87 -5.45
H -3.00 -5.20 -0.68
H -4.96 -0.42 2.75
H -5.56 -1.29 -6.29
H -5.08 1.77 -8.07
H 4.14 -2.36 -2.85
H -3.37 0.12 1.30
H -4.75 -1.24 -11.29
H -2.59 4.55 -0.77
H -2.52 -3.83 0.29
H -4.15 1.72 1.21
H -2.91 -8.51 0.81
H -5.98 0.95 2.33
H 2.13 7.78 3.47
H -0.38 -4.32 -1.63
H -3.12 -1.79 -0.65
H -0.25 6.98 3.00
H -0.99 -5.88 -1.17
H -3.74 -7.64 -3.45
H -4.53 -2.83 -0.84
H 9.68 4.97 10.58
H 8.37 -3.38 -3.55
H -5.29 -10.82 -3.01
H -1.90 -2.99 -2.33


Entry 6:
22
Properties=species:S:1:pos:R:3 method="wB97M-V/def2-TZVPD" charge=+1 relative_energy_kj_mol=204.1 smiles=C[C@@H]1CN[C@@H](Cl)N[C@H]1[NH3+] energy_ha=-822.4520 lumo_energy_ev=-3.62
Cl 3.80 0.12 -0.07
N 1.66 -1.24 -0.22
N -0.95 2.13 -0.18
N 1.38 1.17 0.02
C 2.13 -0.07 0.41
C -0.28 0.84 0.30
C -2.07 -0.81 -0.04
C -0.68 -0.42 -0.36
C 0.26 -1.52 0.04
H -2.30 -0.74 1.00
H -2.47 -1.86 -0.40
H -0.42 -0.23 -1.51
H 2.18 0.06 1.47
H -0.42 0.80 1.36
H -1.86 1.92 0.05
H -2.87 -0.02 -0.47
H -0.01 -2.45 -0.54
H 2.27 -2.13 -0.04
H -0.68 2.23 -1.22
H 0.26 -1.84 1.12
H -0.35 2.84 0.30
H 1.46 1.21 -1.02


Entry 7:
26
Properties=species:S:1:pos:R:3 method="wB97M-V/def2-TZVPD" charge=0 relative_energy_kj_mol=197.4 smiles=CCCCC.O.O.O energy_ha=-426.9412 lumo_energy_ev=0.41
O 2.40 2.50 -0.47
O -1.86 3.26 1.46
O 2.66 0.54 1.93
C -0.55 -2.15 -1.19
C 0.14 -2.96 0.07
C -0.34 -0.67 -1.49
C -1.70 0.33 0.38
C -0.25 0.21 -0.08
H 1.23 -2.97 -0.14
H -0.13 -2.49 0.90
H 0.41 -0.45 0.63
H -1.17 -0.37 -2.04
H 2.35 1.88 -1.19
H 0.25 1.13 -0.28
H -0.21 -2.74 -2.12
H 2.13 3.30 -0.89
H 2.31 0.97 1.08
H 0.59 -0.44 -2.09
H -1.97 0.11 1.43
H -1.37 2.67 1.01
H -0.27 -4.00 0.17
H -2.38 -0.26 -0.21
H 3.60 0.77 1.85
H -2.03 1.38 0.18
H -1.66 -2.48 -1.20
H -2.16 2.93 2.29


Entry 8:
16
Properties=species:S:1:pos:R:3 method="wB97M-V/def2-TZVPD" charge=0 relative_energy_kj_mol=364.9 energy_ha=-304.9357 lumo_energy_ev=0.55
O 1.88 1.19 -0.93
N -3.77 -1.04 -0.67
N -4.78 -0.45 1.39
C 2.74 0.72 0.19
C -3.99 -0.32 0.42
C 4.11 0.06 -0.17
H 3.01 1.59 0.65
H -5.68 -0.19 1.57
H 4.73 0.85 -0.67
H 1.56 0.47 -1.66
H 2.11 0.20 1.03
H 3.94 -0.81 -0.73
H -3.86 -2.09 -0.45
H -3.54 0.68 0.46
H -3.01 -0.69 -1.20
H 4.53 -0.20 0.76


no.,E_HOMO (eV)
1,-8.805
2,-12.461
3,-8.968
4,-8.893
5,-5.758
6,-13.038
7,-10.436
8,-7.945